The following is a quantum chemistry calculation of a structure of composition C22H45N2P3Se2Zr, from the Open Molecules 2025 dataset.

Last column: Löwdin charge in e.
CARTESIAN COORDINATES (ANGSTROEM)
Zr1 -0.3820 -0.0582 -0.4347  0.634
P1 -2.9080 -0.3634 -0.2063  0.688
P2 0.3403 -3.0750 -0.2834  0.880
P3 -0.1122 2.5468 -0.1545  0.673
H1 4.0894 -0.7242 -1.1830  0.029
C1 4.2815 0.1900 -0.6194  -0.082
C2 4.4838 0.1509 0.6989  -0.053
H2 4.5016 -0.7875 1.2530  0.057
C3 -3.7533 -0.3337 -1.8251  -0.247
C4 -3.7423 -1.7812 0.5734  -0.233
C5 -3.7534 1.0183 0.6434  -0.222
C6 2.1158 -3.4433 -0.1335  -0.178
C7 -0.4520 -3.7441 1.2049  -0.172
C8 -0.2741 -3.9839 -1.7108  -0.168
C9 1.6404 3.0622 0.0404  -0.218
C10 -0.8986 3.3765 1.2835  -0.229
C11 -0.6467 3.6803 -1.4831  -0.259
H3 4.1990 1.1271 -1.1760  0.055
H4 4.6685 1.0369 1.2949  0.065
H5 -4.8375 -0.4469 -1.6617  0.089
H6 -3.3894 -1.1518 -2.4621  0.058
H7 -3.5404 0.6039 -2.3569  0.050
H8 -4.8291 -1.5994 0.5525  0.089
H9 -3.4203 -1.9137 1.6156  0.036
H10 -3.5167 -2.7037 0.0196  0.059
H11 -4.7961 0.7210 0.8406  0.086
H12 -3.7328 1.9223 0.0149  0.065
H13 -3.2534 1.2474 1.5978  0.049
H14 2.3372 -4.4632 -0.4752  0.094
H15 2.4207 -3.2970 0.9117  0.080
H16 2.6490 -2.7161 -0.7654  0.056
H17 -0.5037 -4.8437 1.1415  0.113
H18 -1.4749 -3.3567 1.3012  0.033
H19 0.1324 -3.4709 2.0925  0.053
H20 0.1694 -4.9942 -1.7307  0.108
H21 0.0033 -3.4651 -2.6388  0.079
H22 -1.3701 -4.0797 -1.6772  0.077
H23 1.7320 4.1237 -0.2418  0.083
H24 2.2826 2.4529 -0.6130  0.035
H25 1.9833 2.9141 1.0754  0.041
H26 -0.4338 4.3671 1.4369  0.091
H27 -0.7725 2.7764 2.1965  0.006
H28 -1.9769 3.5046 1.0944  0.055
H29 -0.1678 4.6651 -1.3560  0.083
H30 -1.7394 3.7899 -1.4703  0.066
H31 -0.3625 3.2566 -2.4584  0.002
C12 1.0262 0.2811 -4.2720  -0.536
C13 2.3680 -0.0499 -3.9748  -0.111
C14 3.3125 -0.1966 -5.0107  -0.030
C15 2.9404 -0.0357 -6.3488  0.001
C16 1.6037 0.2481 -6.6458  -0.017
C17 0.6649 0.3754 -5.6246  -0.109
Se1 -0.3807 0.6285 -2.9366  0.781
H32 0.7456 -1.5077 -0.1473  -0.106
H33 2.6768 -0.1928 -2.9357  0.063
H34 4.3483 -0.4507 -4.7754  0.129
H35 3.6708 -0.1431 -7.1455  0.137
H36 1.2972 0.3593 -7.6797  0.134
H37 -0.3820 0.5613 -5.8705  0.113
C18 -1.2800 -1.7840 4.0090  -0.014
N1 -1.0579 -0.3765 4.2878  -0.112
C19 -1.5165 0.2871 5.4212  0.033
C20 -0.9146 1.5056 5.4410  0.038
N2 -0.0798 1.5667 4.3263  -0.112
C21 0.9261 2.5971 4.1193  -0.008
C22 -0.1967 0.4182 3.5841  -0.604
Se2 0.8472 -0.0685 2.0988  0.699
H38 -1.8369 -1.9144 3.0718  0.056
H39 -1.8480 -2.2201 4.8401  0.126
H40 -0.3203 -2.3109 3.9268  0.091
H41 -2.1979 -0.1983 6.1116  0.156
H42 -0.9839 2.3098 6.1577  0.159
H43 0.4508 3.5618 3.9038  0.109
H44 1.5500 2.6981 5.0166  0.130
H45 1.5766 2.3140 3.2851  0.050

Computed properties:
HOMO level (spin up / spin down) ... -18.720 / -18.719 eV
LUMO (spin up / spin down) ... -14.82 / -14.82 eV
Kohn-Sham gap (spin up / spin down) ... 3.90 / 3.90 eV
Calculated total energy ... -6847.21257 hartree
Net charge ... +4

The following is a quantum chemistry calculation of a structure of composition C22H46AgN4O8, from the Open Molecules 2025 dataset.

Last column: Mulliken spin population.
CARTESIAN COORDINATES (ANGSTROEM)
Ag1 -21.9966 10.4684 3.6254  0.487
C1 -20.2296 14.7752 2.7711  0.388
C2 -19.1339 15.7935 3.0621  0.028
C3 -17.6521 15.2658 3.3806  -0.027
O1 -16.6970 16.1103 3.4759  0.074
C4 -17.5122 13.8533 3.3255  0.222
C5 -18.4669 12.9881 3.0999  -0.115
C6 -19.9031 13.4259 2.8464  0.064
O2 -20.9270 12.6156 2.8443  0.205
O3 -18.1527 11.7436 3.3071  -0.001
O4 -19.3741 17.0170 2.9137  0.158
H1 -21.2386 15.1110 2.5822  0.001
H2 -16.4608 13.6328 3.4366  0.004
C7 -18.9845 11.3157 7.0924  0.016
C8 -20.0697 10.3764 6.5532  -0.028
C9 -21.2645 10.3079 7.5206  0.004
O5 -22.3299 9.3351 7.1510  -0.001
C10 -23.2761 9.1248 8.1876  0.000
N1 -20.4238 11.0321 5.2847  0.220
H3 -18.1984 11.5499 6.3746  -0.002
H4 -18.6789 10.9719 8.0806  0.005
H5 -19.3404 12.3055 7.3782  0.000
H6 -19.5691 9.4229 6.3853  0.007
H7 -21.8442 11.2215 7.6527  0.001
H8 -20.8946 10.0727 8.5186  0.000
H9 -24.2823 9.0099 7.7845  0.000
H10 -23.2055 9.7093 9.1049  0.000
H11 -22.9040 8.1611 8.5354  0.000
H12 -20.7937 11.9416 5.5212  -0.006
H13 -19.4733 11.0967 4.9493  -0.002
C11 -20.8675 7.1735 5.1361  -0.012
C12 -22.3462 7.2594 4.6175  -0.001
C13 -23.2099 6.3107 5.3870  0.000
O6 -24.3701 6.0067 4.6881  0.000
C14 -25.1183 5.1138 5.3879  0.000
N2 -22.8901 8.5937 4.6894  0.010
H14 -20.8023 7.5174 6.1684  -0.001
H15 -20.1799 7.7533 4.5203  -0.002
H16 -20.4413 6.1702 5.1318  0.000
H17 -22.2657 6.8184 3.6240  0.001
H18 -23.4173 6.5923 6.4193  0.000
H19 -22.6959 5.3544 5.2904  0.000
H20 -25.2385 4.2401 4.7473  0.000
H21 -26.1257 5.4910 5.5641  0.000
H22 -24.6865 4.5598 6.2214  0.000
H23 -22.5569 8.9172 5.5863  -0.007
H24 -23.8009 8.2837 4.9965  0.000
C15 -19.1340 9.0999 0.4582  0.010
C16 -20.3502 9.4856 1.3261  -0.018
C17 -21.5213 8.5292 1.1724  0.002
O7 -22.7259 8.9269 1.8014  0.017
C18 -23.7895 8.0760 1.4142  -0.001
N3 -19.9593 9.6735 2.7242  0.237
H25 -19.4054 8.7495 -0.5376  0.002
H26 -18.4834 8.3360 0.8839  0.001
H27 -18.7432 10.1067 0.3111  -0.002
H28 -20.7000 10.4334 0.9170  -0.004
H29 -21.3271 7.5774 1.6668  0.001
H30 -21.6846 8.3137 0.1165  0.000
H31 -23.9468 7.1705 2.0002  0.000
H32 -23.8189 7.7081 0.3886  0.000
H33 -24.8006 8.3516 1.7141  0.000
H34 -19.4043 10.5137 2.8021  -0.020
H35 -19.2348 9.0356 3.0214  0.002
C19 -25.7120 12.5264 5.4430  0.003
C20 -24.6782 11.7170 4.5571  -0.012
C21 -24.4291 12.2880 3.1763  0.000
O8 -23.7695 11.3106 2.3271  0.012
C22 -24.3347 11.2307 0.9965  0.001
N4 -23.3115 11.7896 5.1022  0.083
H36 -26.7109 12.5435 5.0072  0.000
H37 -25.5307 13.5753 5.6778  0.000
H38 -25.8605 12.1326 6.4485  -0.001
H39 -25.0262 10.6982 4.3866  0.002
H40 -23.9313 13.2543 3.2579  0.002
H41 -25.3876 12.5951 2.7580  -0.001
H42 -25.2755 10.6869 1.0816  0.000
H43 -23.6105 10.7294 0.3545  0.000
H44 -24.5843 12.1691 0.5012  0.000
H45 -23.2382 12.7960 5.1473  -0.002
H46 -23.5838 11.5033 6.0317  -0.004

Computed properties:
HOMO level (spin up / spin down) ... -10.684 / -10.278 eV
LUMO (spin up / spin down) ... -2.84 / -5.80 eV
Kohn-Sham gap (spin up / spin down) ... 7.85 / 4.48 eV
Multiplicity ... 3
Calculated total energy ... -1833.21143 hartree
Net charge ... +1

The following is a quantum chemistry calculation of a structure of composition C22H46AlBr3CaF2Li2O6S, from the Open Molecules 2025 dataset.

Last column: Löwdin charge in e.
CARTESIAN COORDINATES (ANGSTROEM)
C1 5.5743 -0.2632 2.9549  -0.264
C2 4.4227 -0.0944 1.9675  -0.193
C3 4.7189 0.3404 0.5299  -0.278
C4 5.5622 1.6423 0.3584  -0.347
C5 5.9589 1.9010 -1.1658  -0.259
C6 4.9910 1.4661 -2.2839  -0.268
C7 5.3460 0.0818 -2.8627  -0.190
C8 4.1187 -0.6663 -3.3977  -0.177
C9 3.5607 -1.6676 -2.3732  -0.185
C10 2.0288 -1.7059 -2.2603  -0.175
C11 1.6570 -2.4087 -0.9243  -0.179
C12 0.6690 -1.6046 -0.0494  -0.186
C13 -0.7245 -2.1956 -0.3360  -0.163
C14 -1.9347 -1.2692 -0.2573  -0.232
C15 -1.7583 0.0961 -0.9421  -0.384
S1 -1.9438 1.3383 0.3607  0.976
O1 -0.3917 1.4095 1.3084  -0.347
C16 -2.2113 2.9529 -0.4623  -0.333
C17 -1.1211 3.2167 -1.4919  -0.233
F1 -1.6554 2.9969 -2.7468  -0.034
H1 6.3216 0.5441 2.9343  0.035
H2 6.0703 -1.2283 2.7944  0.057
H3 5.1537 -0.2891 3.9828  -0.090
H4 3.6743 0.5584 2.4134  0.115
H5 3.9754 -1.0832 1.8934  0.129
H6 5.1352 -0.4580 -0.0767  0.064
H7 3.7554 0.5702 0.1016  0.027
H8 5.0186 2.5232 0.7625  -0.055
H9 6.5256 1.5965 0.8965  0.091
H10 6.9445 1.4810 -1.3533  0.111
H11 6.0877 3.0012 -1.2261  -0.018
H12 3.9565 1.5363 -1.9967  0.019
H13 5.1134 2.1698 -3.1211  0.108
H14 5.8982 -0.5351 -2.1541  0.103
H15 6.0077 0.2636 -3.7080  0.116
H16 3.3619 0.0134 -3.7857  0.112
H17 4.4785 -1.2409 -4.2477  0.115
H18 3.8626 -2.6661 -2.6778  0.131
H19 3.9589 -1.4992 -1.3767  0.076
H20 1.5977 -0.7048 -2.3700  0.093
H21 1.6424 -2.3031 -3.0860  0.094
H22 2.5671 -2.6554 -0.3864  0.109
H23 1.1625 -3.3377 -1.1632  0.060
H24 0.7911 -0.5491 -0.3119  0.072
H25 0.9849 -1.7463 0.9837  0.109
H26 -0.8899 -2.9556 0.4261  0.132
H27 -0.7423 -2.7352 -1.2776  0.117
H28 -2.7496 -1.7676 -0.7802  0.123
H29 -2.2893 -1.1286 0.7653  0.101
H30 -0.8219 0.2218 -1.4803  0.094
H31 -2.5554 0.2816 -1.6802  0.082
H32 -0.1710 0.4994 1.5798  0.022
H33 -3.2064 2.9803 -0.9556  0.081
H34 -2.2151 3.6807 0.3427  0.104
H35 -0.7793 4.2468 -1.4402  0.128
H36 -0.2628 2.5612 -1.3708  0.102
C18 0.0857 -5.6211 -0.5320  -0.904
O2 1.2768 -5.4811 -0.2632  -0.031
O3 -0.4529 -5.3393 -1.7968  -0.525
O4 -0.9010 -5.8725 0.1787  0.001
Li1 -4.0421 1.2201 -0.5455  0.744
Al1 6.5872 -0.1060 5.3556  1.108
Br1 0.4331 -5.3970 -3.5466  0.572
C19 -9.5901 1.3648 3.6740  -0.190
O5 -10.0196 1.1371 2.3915  -0.159
C20 -9.2648 1.8115 1.4019  -0.198
C21 -8.2699 0.8883 0.7352  -0.201
O6 -7.2660 0.4597 1.6492  -0.213
C22 -7.4897 -0.8661 2.1276  -0.093
H37 -10.0926 0.6662 4.3403  0.110
H38 -8.5018 1.2776 3.7810  0.101
H39 -9.8878 2.4973 4.0399  -0.165
H40 -8.7570 2.6775 1.8330  0.118
H41 -9.9714 2.1752 0.6524  0.138
H42 -7.7724 1.4498 -0.0646  0.115
H43 -8.7710 0.0292 0.2820  0.133
H44 -7.2382 -1.5999 1.3561  0.091
H45 -8.5237 -1.0109 2.4404  0.091
H46 -6.8386 -1.0220 2.9851  0.092
F2 6.6787 -1.8287 1.1412  -0.623
Br2 -10.8889 3.9896 3.8034  0.181
Li2 7.2535 -0.4211 0.2509  0.719
Br3 3.1930 2.8995 -0.0886  0.239
Ca1 4.8016 4.6097 -1.3585  1.331

Computed properties:
HOMO level ... -9.106 eV
LUMO ... -7.84 eV
Kohn-Sham gap ... 1.27 eV
Calculated total energy ... -10571.36039 hartree
Net charge ... +2